Entry 1:
ORCA calculation (the ωB97M-V functional and the def2-TZVPD basis) on a cluster of 8 separate species, C58H62N8O3 in total in a non-equilibrium geometry.

CARTESIAN COORDINATES (ANGSTROEM)
C: -4.6306 3.0953 0.3885
H: 5.3708 3.1099 -2.0274
H: -4.1330 -1.0282 -3.7751
C: -6.7504 2.2516 0.5505
C: 0.2757 -0.3406 -7.3462
H: -5.3707 -1.8314 -6.8346
C: -2.1614 -1.2793 2.8620
C: 6.9081 -0.8891 0.2885
H: -3.0466 -1.6110 2.3282
H: -5.1387 -3.5775 6.2773
C: -8.0675 1.9631 -2.9705
H: -5.8336 0.0824 -3.0611
H: 0.7138 -0.1947 -8.3955
O: -3.1842 -1.3362 -5.6212
C: -3.3578 -5.8940 3.8405
C: 8.1361 1.4964 -0.1515
C: -4.6793 -5.6336 5.8187
C: -6.4220 0.1516 -4.0501
H: -5.4954 0.7676 -6.0231
H: -0.8749 -0.8754 5.9519
H: -2.9604 -1.6523 4.8209
C: 8.2682 -0.7766 0.5402
H: -7.0317 -0.9688 -6.7109
C: 5.3913 2.6801 -4.3568
H: -5.4364 2.6432 3.6306
N: -1.1501 -0.8569 2.0854
C: -1.2053 -0.7540 -7.1180
H: -7.6394 1.9204 0.0232
C: 6.3331 5.0425 -0.3584
H: 6.4644 7.0235 -1.1858
H: -2.8372 -6.5097 3.1177
C: 12.0635 -2.6750 2.1842
C: 5.9159 4.3127 0.7435
H: -5.7884 0.8149 9.0436
H: 11.6257 -3.0023 3.1219
N: -1.3939 -0.7658 -3.1107
H: 6.2811 3.3651 -4.5981
H: 5.0760 2.0113 -6.6273
H: 6.7873 4.5480 -1.2084
C: 1.6361 -0.0144 -3.4991
O: 1.5462 -0.5039 -2.3420
H: 13.4019 -1.4913 -1.1703
C: -5.8490 2.7529 -4.1012
N: -3.9996 -3.6906 4.5687
C: 6.1522 6.4181 -0.3416
C: -4.4700 3.0998 1.7647
C: 8.8988 0.4388 0.3161
H: 6.3839 -1.8222 0.4528
H: -0.8941 -0.1548 -2.4529
H: -7.3326 -0.5606 -4.0512
C: -5.5233 2.6535 2.5496
C: -6.1346 -1.3845 -6.1131
H: 3.2920 1.5481 -1.4917
H: 8.8316 -1.6278 0.9075
C: 3.5021 1.0431 -5.2153
H: -1.0069 -1.4639 -0.5355
H: -7.5020 1.7137 -5.2068
C: -3.3731 -4.5147 3.7127
H: 5.1710 0.1869 -0.3963
C: 13.9284 -2.3194 0.7499
N: 11.1897 -2.2082 1.2779
H: 14.9925 -2.3629 0.5448
H: -2.4355 -2.6229 -3.1338
H: -0.5513 -2.7811 -2.7921
H: -4.0346 -7.5369 5.0526
C: 11.6984 -1.7971 0.1047
C: -4.0250 -6.4606 4.9174
H: -3.3803 0.4822 -4.4988
C: -5.7156 -1.1259 8.1221
H: -2.8022 -1.4560 -0.8992
C: -3.9827 -0.4601 -4.7742
C: -1.8276 -0.9344 -5.6859
C: 2.7568 0.2710 -6.3818
H: 14.0888 -3.1332 2.7406
O: 3.3967 -0.0422 -7.4296
H: 0.7617 -0.1037 2.0634
H: 8.5833 2.4677 -0.3390
H: -3.5456 3.4440 2.2115
C: 1.2170 -0.1097 -6.1424
H: -9.0007 2.4803 -3.3946
H: 6.0326 3.2355 0.7758
H: -7.6384 2.6708 -2.1759
C: -1.5054 -2.1750 -2.6319
C: 2.9376 0.9019 -3.7725
H: -5.5675 3.1312 -5.1557
C: -0.8933 -0.6609 -4.4820
C: -4.6396 -4.2653 5.6018
H: -1.8378 -0.9180 -8.0557
H: -7.5309 1.8669 2.5164
H: -4.8889 2.3378 -3.6179
C: 13.4304 -2.7491 1.9715
H: -6.5844 -2.1695 -5.3927
H: -8.3726 0.9811 -2.4749
H: -6.8999 -2.5835 11.4265
H: -6.1408 3.6826 -3.4816
C: -0.9520 -0.8703 4.8699
C: 5.1871 6.1934 1.8222
C: 3.6357 1.6370 -2.5742
N: 5.3486 4.8604 1.8313
H: 5.4097 8.0799 0.8151
C: -5.9443 -0.2492 9.1701
C: 0.6157 -0.2631 -4.6931
C: 0.1099 -0.4302 4.0918
N: -5.7459 2.6807 -0.2333
C: -6.3028 -2.9346 9.3913
H: 10.9710 -1.4229 -0.6087
H: -5.3792 -0.7651 7.1552
H: 9.9588 0.5619 0.5010
C: -6.6890 2.2207 1.9344
C: 13.0481 -1.8339 -0.2060
C: -6.3773 -0.7717 10.3801
C: -6.5624 -2.1417 10.4973
C: -1.8458 -2.0732 -1.0417
H: -2.0138 -3.0912 -0.5580
H: -3.8366 3.4383 -0.2673
C: 5.5669 7.0095 0.7687
C: 6.2343 0.2264 -0.1813
C: 4.7384 1.9345 -5.5433
H: -6.5685 -0.1177 11.2238
H: -6.4293 -4.0117 9.4345
C: 4.8617 2.5341 -2.8812
H: -5.2087 -6.0419 6.6706
C: -7.0250 1.6467 -4.1560
N: -5.8849 -2.4552 8.2088
H: 4.7283 6.6093 2.7135
H: -2.8624 -4.0248 2.8894
H: 1.0313 -0.0858 4.5451
C: -0.0387 -0.4415 2.7144
C: -2.1134 -1.3036 4.2463
C: -5.4514 -0.1483 -5.3319
N: 6.8192 1.4145 -0.4052

## Properties
**Frontier orbital gap**: 7.23 eV
**SMILES**: CCNc1c(OC[C@@H](C)CC(C)C)ccc2c1C(=O)c1ccccc1C2=O.c1ccncc1.c1ccncc1.c1ccncc1.c1ccncc1.c1ccncc1.c1ccncc1.c1ccncc1
**Highest occupied orbital energy**: -8.2 eV

Löwdin atomic charge list, values in e, 6 entries: -0.148 0.056 0.123 -0.153 -0.003 0.074



Entry 2:
ORCA calculation (the ωB97M-V functional and the def2-TZVPD basis) on a structure of composition C27H36BrCoN4O.

CARTESIAN COORDINATES (ANGSTROEM)
C: -0.2937 -3.0276 -0.0041
H: -2.7018 -0.6194 -1.4857
H: -1.3476 -2.7801 -0.0565
H: 8.1280 1.2715 -0.4057
Br: -0.5770 -0.1735 2.8274
H: 6.8586 1.9306 0.6085
H: 6.3733 -0.2993 -2.4031
H: 7.8752 -0.8135 -1.6389
H: 3.6974 -7.3059 0.2848
H: 0.2812 -6.8876 -1.0066
H: 3.4099 -3.7464 0.1538
C: -4.1631 -2.9036 -1.2382
C: 1.3683 -6.8809 -0.9899
C: 2.8325 1.2181 0.0863
C: 1.3500 -6.7010 1.5107
H: 1.7194 -6.4524 -1.9260
H: 0.6677 4.0969 1.1608
C: -3.4922 -2.1052 -0.1638
H: -3.4647 -3.6037 -1.6941
H: 4.6326 -2.0861 -0.1833
H: -2.6585 1.4962 -0.6343
H: -4.9876 -3.4834 -0.8296
H: -2.8218 3.1608 1.1927
N: -0.2575 3.7953 1.4257
H: 6.6129 -1.7966 1.0262
C: 3.4378 -6.2512 0.2337
C: 6.7939 -0.7866 -1.5259
H: 8.0719 -0.8270 0.9054
C: 1.8705 -2.2699 0.0398
C: -2.7158 -1.8957 2.1167
C: 6.4268 -0.0298 -0.2429
C: -2.7396 1.1900 0.4140
H: -4.1272 -3.3844 1.4662
H: 6.6843 1.9363 -1.1493
H: -0.6398 -5.1138 0.0472
C: 2.7615 -1.0709 0.0218
H: -3.8061 1.0747 0.6480
C: 6.9882 -0.7776 0.9719
H: -0.7871 4.3636 2.0628
H: -2.5760 -2.3072 3.1009
H: 4.7191 2.1830 -0.0283
H: 1.6374 -7.7458 1.5957
C: -2.7711 -0.9993 -0.4800
N: 0.5505 -1.9909 0.0016
H: 2.2680 2.1360 0.1348
C: 1.9166 -6.1075 0.2141
H: 6.4417 -1.8141 -1.5091
O: -0.1429 2.0009 0.0770
H: -2.1902 2.0215 2.3596
C: -3.5336 -2.5344 1.1817
H: -4.5536 -2.2632 -2.0258
C: -2.1704 2.2862 1.3001
H: 3.8951 -5.8453 -0.6666
H: 3.8822 -5.7650 1.1005
H: 6.7273 -0.2716 1.8992
N: -2.1169 -0.1792 0.4901
C: 2.3517 -3.5783 0.1026
C: 4.9108 0.0396 -0.1160
C: 1.4701 -4.6563 0.1157
H: 1.7308 -6.1724 2.3820
Co: 0.1097 -0.0446 0.1614
C: 4.1471 -1.1321 -0.0953
C: 7.0504 1.3634 -0.2998
H: 1.7038 -7.9130 -0.9441
C: -2.0334 -0.7688 1.7725
C: 4.2106 1.2330 -0.0128
C: -0.7690 2.6770 0.8931
N: 2.1082 0.1054 0.1044
C: 0.1129 -4.3405 0.0488
H: 0.2647 -6.6517 1.5325

## Properties
**Frontier orbital gap (alpha / beta)**: 6.42 / 5.75 eV
**Highest occupied orbital energy (alpha / beta)**: -8.9 / -8.9 eV
**Net charge**: +1
**Multiplicity**: 2
**Energy relative to the best compared isomer or geometry (same formula, charge and spin)**: 2.610 eV

natural (NBO) atomic charge list, values in e, 6 entries: 0.047 0.222 0.219 0.225 0.091 0.211